# 1
Computed, not measured: a 2-piece molecular cluster, C16H35BBrClNO8P2S overall in a non-equilibrium geometry, with ωB97M-V with the def2-TZVPD basis set.

Values from the calculation:
Kohn-Sham gap	7.137	eV

```
! wB97M-V def2-TZVPD RIJCOSX def2/J DEFGRID3
* xyz -1 1
C -3.536 5.084 -2.023
C -2.125 4.643 -2.364
O -1.344 4.388 -1.183
P -1.273 2.918 -0.549
O -0.714 3.004 0.801
C -0.238 1.913 -1.613
C 0.310 0.678 -0.868
C 0.360 -0.504 -1.817
O 1.202 -0.160 -2.939
O -0.891 -0.727 -2.342
B -0.935 -2.104 -2.823
Br -0.435 -2.382 -4.829
P -2.805 -2.730 -2.676
S -3.308 -3.684 -1.014
O 0.006 -2.809 -2.025
C 0.786 -1.895 -1.233
C 0.237 -2.164 0.167
O 0.696 -1.278 1.178
C 1.777 -1.750 1.948
C 2.240 -2.302 -1.541
Cl 2.667 -3.857 -0.748
C 3.349 -1.276 -1.261
C 4.196 -0.933 -2.497
O -2.775 2.371 -0.550
C -3.122 1.117 -1.188
C -3.396 1.224 -2.668
H -4.214 4.237 -1.996
H -3.922 5.792 -2.751
H -3.544 5.506 -1.022
H -1.612 5.452 -2.882
H -2.098 3.787 -3.033
H -0.681 1.609 -2.558
H 0.589 2.577 -1.868
H -0.336 0.440 -0.033
H 1.291 0.911 -0.469
H 1.958 0.336 -2.622
H -3.600 -1.575 -2.814
H -3.137 -3.443 -3.837
H 0.404 -3.206 0.429
H -0.839 -2.024 0.082
H 2.648 -2.017 1.348
H 1.501 -2.604 2.567
H 2.067 -0.942 2.616
H 2.235 -2.543 -2.596
H 3.997 -1.633 -0.466
H 2.906 -0.359 -0.879
H 3.675 -1.184 -3.416
H 5.150 -1.454 -2.480
H 4.416 0.134 -2.537
H -4.047 0.808 -0.706
H -2.396 0.337 -0.967
H -2.534 1.556 -3.240
H -4.201 1.933 -2.847
H -3.696 0.254 -3.060
C 0.296 -1.158 5.588
C 1.746 -1.530 5.802
O 2.317 -2.324 5.079
N 2.402 -0.932 6.837
C 1.887 0.036 7.784
H -0.073 -1.710 4.730
H -0.304 -1.415 6.462
H 0.194 -0.091 5.388
H 3.364 -1.219 6.922
H 2.452 0.968 7.726
H 1.961 -0.349 8.804
H 0.846 0.253 7.573
*
```

Löwdin population analysis, charges in e, atoms 1 to 4: atom 1 (C): -0.071, atom 2 (C): -0.265, atom 3 (O): -0.206, atom 4 (P): 0.471

=====

# 2
Computed, not measured: C16H35NNbO4 as an isolated structure in a non-equilibrium geometry, with ωB97M-V with the def2-TZVPD basis set.

Values from the calculation:
Kohn-Sham gap	7.161	eV

```
! wB97M-V def2-TZVPD RIJCOSX def2/J DEFGRID3
* xyz -1 1
N 7.435 -1.480 1.472
C 6.601 -2.104 0.408
C 5.875 -3.373 0.969
Nb 3.646 -2.980 1.069
C 1.417 -2.275 1.016
C 0.444 -2.770 0.121
C -0.848 -2.275 0.178
C -1.162 -1.307 1.106
C -0.243 -0.810 1.991
C 1.037 -1.311 1.938
H 8.300 -1.144 1.059
H 6.943 -0.642 1.768
H 7.156 -2.310 -0.513
H 5.811 -1.394 0.138
H 6.109 -4.270 0.381
H 6.281 -3.541 1.974
H 3.484 -3.725 2.743
H 3.219 -4.630 0.378
H 3.815 -2.321 -0.640
H 4.064 -1.366 1.855
H 0.722 -3.543 -0.589
H -1.629 -2.624 -0.493
H -2.187 -0.936 1.133
H -0.512 -0.035 2.704
H 1.784 -0.950 2.640
C 0.471 0.108 -2.372
O 0.869 0.299 -3.724
C -0.072 -0.206 -4.652
C -0.903 0.904 -5.262
O -1.758 1.508 -4.301
C -1.271 2.751 -3.831
H 1.129 0.694 -1.732
H -0.551 0.463 -2.212
H 0.554 -0.937 -2.065
H -0.717 -0.957 -4.185
H 0.495 -0.697 -5.450
H -1.547 0.478 -6.038
H -0.256 1.652 -5.731
H -1.377 3.518 -4.607
H -0.225 2.684 -3.524
H -1.871 3.040 -2.968
C -2.598 2.320 1.561
O -3.752 3.072 1.212
C -4.906 2.264 1.044
C -5.824 2.351 2.245
O -5.237 1.762 3.396
C -4.716 2.716 4.302
H -1.819 3.021 1.858
H -2.793 1.640 2.393
H -2.244 1.749 0.697
H -4.629 1.225 0.846
H -5.440 2.645 0.167
H -6.739 1.790 2.030
H -6.104 3.391 2.440
H -5.532 3.234 4.819
H -4.080 3.448 3.797
H -4.118 2.183 5.040
*
```

Löwdin population analysis, charges in e, atoms 1 to 4: atom 1 (N): -0.042, atom 2 (C): -0.427, atom 3 (C): -0.459, atom 4 (Nb): 1.153

=====

# 3
Computed, not measured: C16H36Al2B2BrF9NaO8S3 as an isolated structure in a non-equilibrium geometry, with ωB97M-V with the def2-TZVPD basis set.

Values from the calculation:
Kohn-Sham gap	1.848	eV

```
! wB97M-V def2-TZVPD RIJCOSX def2/J DEFGRID3
* xyz 3 1
C 2.787 0.338 -3.292
C 1.897 -0.493 -4.182
C 0.770 -1.190 -3.399
C -0.521 -1.249 -4.214
C -1.715 -0.505 -3.645
S -1.411 1.260 -3.480
S -0.270 1.543 -1.810
C -0.383 1.818 -5.014
O 0.603 2.443 -4.723
O -0.890 1.488 -6.095
H 2.243 1.098 -2.771
H 3.310 -0.313 -2.619
H 3.527 0.844 -3.877
H 2.515 -1.253 -4.617
H 1.522 0.069 -5.011
H 1.122 -2.195 -3.251
H 0.635 -0.771 -2.420
H -0.318 -0.993 -5.230
H -0.804 -2.358 -4.225
H -2.536 -0.570 -4.336
H -2.088 -0.932 -2.742
H -0.917 2.571 -1.241
C -0.632 4.290 6.598
O -0.904 5.099 5.499
C 0.156 5.132 4.533
C -0.032 4.190 3.354
O -0.042 2.814 3.712
C -1.330 2.253 3.839
H -1.616 4.076 7.090
H -0.158 3.341 6.337
H 0.001 4.824 7.324
H 1.109 4.936 5.028
H 0.183 6.150 4.144
H 0.820 4.337 2.687
H -0.943 4.439 2.801
H -1.708 1.991 2.851
H -2.039 2.932 4.323
H -1.241 1.349 4.441
B -0.871 -1.805 -8.050
F -0.952 -0.625 -8.797
F -0.750 -2.860 -8.862
F 0.184 -1.750 -7.179
F -2.129 -1.940 -7.244
C -3.063 -1.483 4.612
C -2.867 -1.171 3.044
O -2.656 -0.092 2.700
C -2.987 -2.399 2.128
H -2.958 -0.548 5.161
H -4.064 -1.900 4.766
H -2.281 -2.199 4.921
H -3.980 -2.833 2.245
H -2.221 -3.122 2.407
H -2.846 -2.098 1.096
Al -2.666 4.957 8.550
F -3.038 -1.817 6.718
O 4.303 -0.532 -0.450
S 4.368 -1.279 0.764
O 3.744 -2.562 0.852
O 3.830 -0.360 1.952
C 2.545 0.257 1.792
C 1.401 -0.718 2.020
C 6.031 -1.404 1.307
H 2.475 0.726 0.808
H 2.504 1.051 2.533
H 1.367 -1.477 1.239
H 0.447 -0.180 2.019
H 1.521 -1.234 2.972
H 6.484 -0.418 1.276
H 6.543 -2.079 0.627
H 6.040 -1.808 2.315
B -2.242 -3.868 -1.550
F -1.834 -5.120 -2.015
F -1.031 -3.092 -1.371
F -3.054 -3.262 -2.475
F -2.873 -4.007 -0.350
Na -2.266 0.618 -8.217
Br 0.356 -4.845 -1.107
Al -1.217 -3.527 -5.519
*
```

Löwdin population analysis, charges in e, atoms 1 to 4: atom 1 (C): -0.088, atom 2 (C): -0.222, atom 3 (C): -0.191, atom 4 (C): -0.315

=====

# 4
Computed, not measured: C16H36AlF6O9 as an isolated structure in a non-equilibrium geometry, with ωB97M-V with the def2-TZVPD basis set.

Values from the calculation:
Kohn-Sham gap	6.809	eV

```
! wB97M-V def2-TZVPD RIJCOSX def2/J DEFGRID3
* xyz -1 1
O -2.282 2.761 -3.175
O -1.555 3.940 -3.224
C -0.476 3.776 -2.223
Al -0.020 1.786 -2.181
F 0.291 1.115 -3.859
C 1.594 1.347 -0.932
F 2.792 1.634 -1.668
F 1.604 2.130 0.255
C 1.473 -0.187 -0.644
C 0.829 -0.688 0.561
C 0.722 -2.135 0.723
C 1.241 -3.015 -0.327
C 1.900 -2.497 -1.515
C 2.495 -3.407 -2.636
F 2.239 -2.799 -3.847
F 1.896 -4.637 -2.558
F 3.865 -3.472 -2.525
C 2.021 -1.057 -1.699
H -2.242 2.313 -4.044
H 0.386 4.420 -2.544
H -0.928 4.107 -1.255
H -1.232 0.934 -1.573
H 0.438 0.019 1.323
H 0.227 -2.577 1.613
H 1.122 -4.120 -0.202
H 2.497 -0.607 -2.604
C 2.676 2.932 3.626
O 3.632 2.572 2.642
H 3.168 2.958 4.598
H 2.265 3.921 3.404
H 1.870 2.193 3.649
H 3.172 2.556 1.792
C -0.012 -4.961 3.763
O 0.759 -4.658 2.608
H -1.046 -4.677 3.576
H 0.037 -6.033 3.972
H 0.368 -4.396 4.619
H 1.668 -4.915 2.795
C -3.723 -2.503 3.851
O -2.337 -2.237 3.690
H -4.037 -3.197 3.073
H -3.905 -2.954 4.831
H -4.294 -1.576 3.758
H -2.082 -1.623 4.386
C -3.159 -2.020 -2.830
O -2.219 -1.119 -2.265
H -4.080 -1.972 -2.252
H -3.369 -1.737 -3.867
H -2.764 -3.038 -2.795
H -1.412 -1.175 -2.790
C 4.703 5.085 -0.879
O 3.753 4.292 -1.573
H 4.613 6.116 -1.220
H 4.510 5.043 0.197
H 5.714 4.723 -1.087
H 3.848 3.384 -1.258
C 0.650 6.192 0.534
O 0.314 4.881 0.113
H -0.270 6.748 0.709
H 1.229 6.150 1.463
H 1.234 6.694 -0.243
H 1.142 4.406 -0.038
C -5.913 -4.345 -0.711
O -4.531 -4.073 -0.886
H -6.235 -5.028 -1.495
H -6.081 -4.811 0.265
H -6.487 -3.417 -0.782
H -4.267 -3.468 -0.184
*
```

Löwdin population analysis, charges in e, atoms 1 to 4: atom 1 (O): -0.134, atom 2 (O): -0.256, atom 3 (C): -0.205, atom 4 (Al): 0.375

=====

# 5
Computed, not measured: a 8-piece molecular cluster, C16H36Cl12O2S2 overall in a non-equilibrium geometry, with ωB97M-V with the def2-TZVPD basis set.

Values from the calculation:
energy relative to the best compared isomer or geometry (same formula, charge and spin)	0.00	kJ/mol
Kohn-Sham gap	9.195	eV

```
! wB97M-V def2-TZVPD RIJCOSX def2/J DEFGRID3
* xyz 0 1
C 0.504 5.198 1.382
S 1.219 3.776 2.289
O 2.589 4.093 2.805
C -0.025 4.040 3.705
H 0.470 5.988 2.083
H -0.479 4.884 1.050
H 1.178 5.600 0.637
H 0.144 3.180 4.300
H -1.033 4.077 3.250
H 0.241 4.985 4.190
C -4.825 -4.383 -1.844
S -3.430 -4.446 -0.668
O -2.540 -3.284 -0.866
C -4.378 -4.194 0.834
H -5.432 -3.537 -1.568
H -5.228 -5.409 -1.784
H -4.438 -4.270 -2.813
H -4.670 -3.165 0.913
H -3.656 -4.479 1.567
H -5.291 -4.835 0.812
Cl 1.077 -2.305 1.494
C 2.698 -2.584 0.841
C 3.456 -1.323 0.903
Cl 5.196 -1.606 0.833
H 2.601 -2.927 -0.202
H 3.164 -3.392 1.413
H 3.357 -0.793 1.858
H 3.033 -0.696 0.055
Cl -2.099 0.903 -4.794
C -1.623 2.391 -3.973
C -0.197 2.479 -3.607
Cl 0.943 2.358 -4.942
H -2.190 2.410 -3.036
H -1.776 3.208 -4.639
H 0.086 1.698 -2.966
H 0.016 3.455 -3.211
Cl 4.240 5.415 -1.268
C 4.648 3.715 -1.178
C 3.561 2.939 -1.871
Cl 3.915 1.165 -1.859
H 4.691 3.268 -0.139
H 5.623 3.509 -1.725
H 3.373 3.097 -2.947
H 2.623 3.074 -1.278
Cl 2.932 -2.991 -3.196
C 1.284 -3.626 -3.012
C 0.333 -2.432 -3.279
Cl -0.132 -2.418 -5.030
H 1.237 -3.956 -1.969
H 1.203 -4.362 -3.773
H 0.859 -1.542 -2.970
H -0.561 -2.618 -2.744
Cl 0.139 -2.023 7.438
C -0.002 -1.419 5.754
C -1.482 -1.281 5.398
Cl -1.580 -0.672 3.730
H 0.568 -2.068 5.139
H 0.422 -0.433 5.786
H -1.930 -0.452 5.942
H -2.067 -2.207 5.463
Cl -2.961 1.744 -0.480
C -2.251 0.108 -0.743
C -0.972 -0.080 0.050
Cl 0.504 0.782 -0.494
H -2.009 0.099 -1.804
H -2.986 -0.610 -0.365
H -0.684 -1.146 0.083
H -1.198 0.327 1.039
*
```

Löwdin population analysis, charges in e, atoms 1 to 4: atom 1 (C): -0.261, atom 2 (S): 0.796, atom 3 (O): -0.568, atom 4 (C): -0.220

=====

# 6
Computed, not measured: C16H36F3GaN5O6PSSe as an isolated structure in a non-equilibrium geometry, with ωB97M-V with the def2-TZVPD basis set.

Values from the calculation:
energy relative to the best compared isomer or geometry (same formula, charge and spin)	270.09	kJ/mol
Kohn-Sham gap	8.259	eV

```
! wB97M-V def2-TZVPD RIJCOSX def2/J DEFGRID3
* xyz 2 1
Ga 0.205 -0.295 0.418
N -0.798 -0.567 2.402
C -1.078 0.721 3.063
C 0.016 1.725 2.695
N 0.257 1.738 1.254
C -0.610 2.648 0.473
C -2.098 2.253 0.533
N -2.309 0.801 0.368
H -1.622 -1.161 2.415
H -0.065 -1.055 2.906
H -1.093 0.639 4.153
H -2.059 1.069 2.757
H 0.935 1.405 3.187
H -0.244 2.720 3.067
H 1.216 2.026 1.080
H -0.274 2.606 -0.563
H -0.508 3.672 0.841
H -2.611 2.812 -0.249
H -2.511 2.584 1.484
H -2.577 0.631 -0.593
H -3.098 0.493 0.926
F 1.753 -2.012 -4.004
C 2.356 -2.452 -2.919
F 2.027 -3.728 -2.745
F 3.661 -2.332 -3.076
S 1.951 -1.697 -1.243
O 2.911 -2.432 -0.485
O 2.080 -0.239 -1.145
O 0.534 -2.033 -0.927
C 0.942 -3.187 4.486
N 1.663 -1.950 4.744
C 2.144 -1.568 5.968
C 2.855 -0.428 5.780
N 2.798 -0.134 4.444
C 3.539 0.931 3.789
C 2.048 -1.058 3.812
Se 2.061 -1.402 1.871
H 0.713 -3.670 5.431
H 1.560 -3.855 3.887
H 0.021 -2.991 3.942
H 1.953 -2.123 6.869
H 3.383 0.179 6.494
H 3.925 1.619 4.535
H 2.898 1.463 3.091
H 4.372 0.509 3.227
C 1.071 1.063 -5.253
C 1.098 1.040 -3.741
O 0.224 -0.026 -3.267
P -0.703 0.134 -1.993
O -1.539 1.478 -2.224
C -2.376 1.676 -3.404
C -3.162 2.953 -3.219
O -1.828 -0.948 -2.260
C -1.715 -2.316 -2.742
C -3.030 -2.680 -3.395
H 1.795 1.794 -5.611
H 0.088 1.342 -5.630
H 1.325 0.084 -5.654
H 0.754 1.992 -3.329
H 2.102 0.842 -3.368
H -3.040 0.820 -3.512
H -1.733 1.736 -4.282
H -3.808 2.891 -2.344
H -3.782 3.113 -4.100
H -2.497 3.808 -3.103
H -1.510 -2.956 -1.887
H -0.889 -2.383 -3.450
H -3.858 -2.483 -2.714
H -3.025 -3.739 -3.649
H -3.184 -2.109 -4.309
*
```

Löwdin population analysis, charges in e, atoms 1 to 4: atom 1 (Ga): 0.527, atom 2 (N): -0.023, atom 3 (C): -0.179, atom 4 (C): -0.161

=====

# 7
Computed, not measured: C16H36N2O7RbS as an isolated structure in a non-equilibrium geometry, with ωB97M-V with the def2-TZVPD basis set.

Values from the calculation:
<S²>	0.761
Kohn-Sham gap (spin up / spin down)	8.914 / 6.832	eV

```
! wB97M-V def2-TZVPD RIJCOSX def2/J DEFGRID3
* xyz 0 2
Rb 1.031 1.504 0.707
S 3.641 2.177 2.736
O 3.073 3.072 1.754
O 3.224 2.639 4.055
O 3.273 0.850 2.384
O 5.082 2.240 2.681
C -3.579 3.304 1.478
C -3.132 4.150 0.364
C -1.874 3.638 -0.343
O -0.775 3.561 0.553
C -0.314 4.905 1.039
N -4.162 4.226 -0.636
H -2.786 3.276 2.224
H -3.887 2.381 0.986
H -4.401 3.813 1.981
H -3.103 5.140 0.819
H -1.579 4.319 -1.141
H -2.144 2.645 -0.701
H 0.662 4.903 1.525
H -1.104 5.347 1.647
H -0.277 5.633 0.228
H -4.192 3.383 -1.190
H -4.070 4.952 -1.332
C -0.624 -0.534 -2.558
C -0.867 -1.798 -1.650
C -0.016 -2.997 -2.169
C 0.135 -4.234 -1.289
C 0.618 -3.750 0.118
C -0.109 -2.532 0.732
N -0.473 -1.451 -0.279
O -1.158 -0.404 0.288
C -1.390 -3.093 1.295
C 0.550 -1.891 1.946
C -2.433 -2.127 -1.778
H -0.837 -0.676 -3.617
H 0.421 -0.272 -2.389
H -1.236 0.303 -2.221
H -0.236 -3.268 -3.202
H 0.950 -2.513 -2.310
H 0.899 -4.770 -1.852
H -0.730 -4.894 -1.349
H 1.680 -3.596 0.309
H 0.493 -4.596 0.794
H -2.115 -2.311 1.518
H -1.852 -3.910 0.742
H -1.181 -3.474 2.295
H 1.386 -1.333 1.524
H -0.133 -1.154 2.369
H 0.842 -2.645 2.677
H -2.653 -2.969 -1.121
H -2.589 -2.485 -2.795
H -3.009 -1.286 -1.391
H -2.053 -0.738 0.385
C 4.579 -0.040 -0.198
C 4.100 -1.443 -0.245
O 4.242 -2.167 0.756
C 3.271 -1.868 -1.398
H 3.724 0.606 0.002
H 4.749 0.382 -1.189
H 5.364 -0.053 0.558
H 2.274 -1.430 -1.338
H 3.140 -2.950 -1.389
H 3.670 -1.697 -2.398
*
```

Löwdin population analysis, charges in e, atoms 1 to 4: atom 1 (Rb): 1.008, atom 2 (S): 0.110, atom 3 (O): -0.431, atom 4 (O): -0.168